# C2Cl2FI3

A molecular structure, C2Cl2FI3 (the ωB97M-V functional and the def2-TZVPD basis, the Open Molecules 2025 dataset).

The electronic energy comes out at -1989.40070 hartree. For the lowest unoccupied orbital energy (spin up / spin down), the calculation gives -1.0 / -0.7 eV. For the HOMO-LUMO gap (spin up / spin down), the calculation gives 7.12 / 7.77 eV. Its energy relative to the best compared isomer or geometry (same formula, charge and spin) is 0.0 kJ/mol.

```
! wB97M-V def2-TZVPD RIJCOSX def2/J DEFGRID3
* xyz 0 1
C 1.21541 0.06888 -0.82173
C -1.16234 -0.23714 0.66990
F 0.59210 -0.19099 -1.96223
Cl -1.67442 -1.86861 0.87826
Cl -0.60944 0.48153 2.10180
I 1.79367 2.12871 -0.60269
I 2.22031 -1.36764 0.26159
I -2.37529 0.98526 -0.52491
*
```

How positive or negative is each atom? The Löwdin charges in e answer that:
1 C -1.379
2 C -1.798
3 F -0.148
4 Cl 0.499
5 Cl 0.487
6 I 0.728
7 I 0.828
8 I 0.783

# C2Cl2FNS

A molecular structure, C2Cl2FNS (the ωB97M-V functional and the def2-TZVPD basis, the Open Molecules 2025 dataset).

The electronic energy comes out at -1549.32457 hartree. For the lowest unoccupied orbital energy, the calculation gives -1.9 eV. For the HOMO-LUMO gap, the calculation gives 8.10 eV. Its energy relative to the best compared isomer or geometry (same formula, charge and spin) is 92.7 kJ/mol.

```
! wB97M-V def2-TZVPD RIJCOSX def2/J DEFGRID3
* xyz 0 1
C 0.65335 1.37515 -0.83535
C -0.38093 -1.06188 0.99468
N 0.35030 2.24554 -1.49896
F -0.30557 -2.14208 0.21816
S 1.34206 0.05166 -0.14749
Cl -1.82423 -0.27492 0.62787
Cl 0.03163 -1.41927 2.65960
*
```

How positive or negative is each atom? The Löwdin charges in e answer that:
1 C -0.814
2 C -1.370
3 N 0.096
4 F -0.109
5 S 0.796
6 Cl 0.737
7 Cl 0.664

# C2Cl3F6MgNO4S2

A molecular structure, C2Cl3F6MgNO4S2 (the ωB97M-V functional and the def2-TZVPD basis, the Open Molecules 2025 dataset).

The electronic energy comes out at -3408.40843 hartree. For the lowest unoccupied orbital energy, the calculation gives 5.1 eV. For the HOMO-LUMO gap, the calculation gives 7.72 eV. Its energy relative to the best compared isomer or geometry (same formula, charge and spin) is 162.2 kJ/mol.

```
! wB97M-V def2-TZVPD RIJCOSX def2/J DEFGRID3
* xyz -2 1
Mg -2.66381 -7.79980 11.96989
C -2.81301 -6.18813 15.68715
F -1.51959 -6.32955 16.11909
F -3.37786 -7.36853 15.47514
F -3.61059 -5.47424 16.54843
S -2.88538 -5.33851 13.98513
O -3.67950 -4.10140 14.18684
O -1.49581 -5.00387 13.65659
N -3.64773 -6.55802 12.97304
S -5.27656 -6.30295 13.26106
O -6.13681 -7.39526 12.68970
O -5.71786 -5.79266 14.56054
C -5.54962 -4.79516 12.05553
F -6.53487 -5.15604 11.17943
F -5.94082 -3.77597 12.80739
F -4.42759 -4.55363 11.33324
Cl -0.40562 -8.04442 12.31497
Cl -3.03920 -7.44426 9.79146
Cl -3.53778 -9.91691 12.65166
*
```

Löwdin atomic charge list, values in e, 8 entries:
1 Mg -0.402
2 C -0.583
3 F 0.110
4 F 0.114
5 F 0.091
6 S 0.718
7 O -0.332
8 O -0.317

# C2Cl4N3O6S3

2 unconnected molecules or ions with the total composition C2Cl4N3O6S3 (the ωB97M-V functional and the def2-TZVPD basis, the Open Molecules 2025 dataset).

The electronic energy comes out at -3727.01462 hartree. For the lowest unoccupied orbital energy, the calculation gives 1.4 eV. For the HOMO-LUMO gap, the calculation gives 7.66 eV.

```
! wB97M-V def2-TZVPD RIJCOSX def2/J DEFGRID3
* xyz -1 1
O 2.23490 1.97043 -0.21897
N 1.09132 1.51515 -0.07020
O 0.83590 0.86113 -1.24268
S -0.24602 -0.43340 -0.99298
O -1.04581 -0.32557 0.36263
O -1.36202 -0.42061 -2.10755
N 0.48249 -2.02074 -1.00801
S 2.22757 -1.95366 -0.98356
O 2.89337 -1.65019 -2.34684
O 2.82768 -1.01571 0.10216
N 2.76632 -3.59312 -0.54002
C 2.03507 -3.82952 0.63120
S 1.11427 -4.02908 2.08423
C -3.17099 2.98498 1.26616
Cl -1.57279 2.64559 0.55546
Cl -3.74543 4.57514 0.70394
Cl -4.32488 1.72452 0.76196
Cl -3.04097 2.99465 3.04308
*
```

Löwdin atomic charge list, values in e, 8 entries:
1 O 0.032
2 N -0.078
3 O -0.265
4 S 0.719
5 O -0.448
6 O -0.402
7 N -0.324
8 S 0.625

# C2Cl4OS

A single C2Cl4OS molecule (the ωB97M-V functional and the def2-TZVPD basis, the Open Molecules 2025 dataset).

The electronic energy comes out at -2390.25536 hartree. For the lowest unoccupied orbital energy (spin up / spin down), the calculation gives -2.3 / -2.3 eV. For the HOMO-LUMO gap (spin up / spin down), the calculation gives 6.68 / 6.68 eV. Its energy relative to the best compared isomer or geometry (same formula, charge and spin) is 297.4 kJ/mol.

```
! wB97M-V def2-TZVPD RIJCOSX def2/J DEFGRID3
* xyz 0 1
C 0.27212 -0.33610 0.17968
C 0.23712 0.96506 0.63041
O 0.15619 -1.97439 -1.86095
S -0.64046 -0.87947 -1.28747
Cl -2.33315 -0.10707 -0.32518
Cl 1.44271 -1.42260 0.78005
Cl 0.43190 2.23888 -0.40359
Cl 0.43358 1.51568 2.28705
*
```

How positive or negative is each atom? The Löwdin charges in e answer that:
1 C -1.068
2 C -1.307
3 O -0.479
4 S 0.599
5 Cl 0.213
6 Cl 0.700
7 Cl 0.721
8 Cl 0.620

# C2ClF4NO

A single C2ClF4NO molecule (the ωB97M-V functional and the def2-TZVPD basis, the Open Molecules 2025 dataset).

The electronic energy comes out at -1065.73377 hartree. The SMILES is O=NC(F)(F)C(F)(F)Cl. For the lowest unoccupied orbital energy (spin up / spin down), the calculation gives -2.0 / -2.0 eV. For the HOMO-LUMO gap (spin up / spin down), the calculation gives 8.80 / 8.80 eV. Its energy relative to the best compared isomer or geometry (same formula, charge and spin) is 66.2 kJ/mol.

```
! wB97M-V def2-TZVPD RIJCOSX def2/J DEFGRID3
* xyz 0 1
C -0.76638 -0.17170 -0.27540
C 0.86510 0.62076 0.03662
N -1.17722 -0.98810 0.89783
O -0.71895 -2.14274 0.93777
F -0.59638 -0.58308 -1.57349
F -1.54196 0.92163 -0.26925
F 0.64849 1.85829 -0.31581
F 1.15129 0.68039 1.37201
Cl 2.13600 -0.19545 -0.81029
*
```

Löwdin atomic charge list, values in e, 8 entries:
1 C -0.420
2 C -0.844
3 N 0.104
4 O 0.057
5 F 0.070
6 F 0.105
7 F 0.102
8 F 0.032

# C2ClF4O2S

2 unconnected molecules or ions with the total composition C2ClF4O2S (the ωB97M-V functional and the def2-TZVPD basis, the Open Molecules 2025 dataset).

The electronic energy comes out at -1484.56350 hartree. For the lowest unoccupied orbital energy, the calculation gives 3.0 eV. For the HOMO-LUMO gap, the calculation gives 8.17 eV. Its energy relative to the best compared isomer or geometry (same formula, charge and spin) is 96.5 kJ/mol.

```
! wB97M-V def2-TZVPD RIJCOSX def2/J DEFGRID3
* xyz -1 1
C 2.79566 -0.56211 -0.44679
C 1.80934 0.22861 0.01730
O -2.50241 -0.53187 1.15574
O -4.06997 1.24328 0.92222
F 4.02149 -0.14013 -0.65279
F 2.56513 -1.80251 -0.83666
F -3.29578 0.33308 -1.47653
F 2.20731 1.44433 0.51266
S -3.69635 -0.08397 0.45305
Cl 0.16558 -0.12871 0.35180
*
```

Löwdin atomic charge list, values in e, 8 entries:
1 C -0.402
2 C -0.640
3 O -0.601
4 O -0.522
5 F 0.140
6 F 0.120
7 F -0.605
8 F -0.013

# C2ClFNO3S

2 unconnected molecules or ions with the total composition C2ClFNO3S (the ωB97M-V functional and the def2-TZVPD basis, the Open Molecules 2025 dataset).

The electronic energy comes out at -1315.00298 hartree. For the lowest unoccupied orbital energy, the calculation gives 2.8 eV. For the HOMO-LUMO gap, the calculation gives 7.87 eV. Its energy relative to the best compared isomer or geometry (same formula, charge and spin) is 0.0 kJ/mol.

```
! wB97M-V def2-TZVPD RIJCOSX def2/J DEFGRID3
* xyz -1 1
C -0.88301 -1.18935 -0.08189
C -1.49716 0.10659 0.03393
N -0.58386 -2.29733 -0.18229
O -2.02495 0.75999 -0.80781
O 1.20942 1.04821 -1.39169
O 1.29653 1.43582 1.02403
F -1.56421 0.48576 1.35005
S 1.10628 0.48486 -0.05737
Cl 2.94096 -0.83455 0.11304
*
```

Löwdin atomic charge list, values in e, 8 entries:
1 C -0.233
2 C -0.547
3 N 0.183
4 O 0.168
5 O -0.482
6 O -0.491
7 F 0.074
8 S 0.383

# C2ClFNO3S

A molecular structure, C2ClFNO3S (the ωB97M-V functional and the def2-TZVPD basis, the Open Molecules 2025 dataset).

The electronic energy comes out at -1314.93208 hartree. For the lowest unoccupied orbital energy, the calculation gives 2.4 eV. For the HOMO-LUMO gap, the calculation gives 8.64 eV. Its energy relative to the best compared isomer or geometry (same formula, charge and spin) is 186.2 kJ/mol.

```
! wB97M-V def2-TZVPD RIJCOSX def2/J DEFGRID3
* xyz -1 1
C 1.45184 0.53281 0.35792
C 0.54050 -0.35389 -0.13857
N 2.06400 1.35161 0.84968
O -1.40609 1.42904 -0.56429
O -1.15065 0.24146 1.50716
O -2.07426 -0.95120 -0.45815
F 1.29658 -0.41807 -1.89590
S -1.26515 0.12732 0.03373
Cl 0.54322 -1.95908 0.30842
*
```

Löwdin atomic charge list, values in e, 8 entries:
1 C -0.308
2 C -0.720
3 N 0.216
4 O -0.327
5 O -0.364
6 O -0.346
7 F -0.325
8 S 0.364

# C2ClNO2

2 unconnected molecules or ions with the total composition C2ClNO2 (the ωB97M-V functional and the def2-TZVPD basis, the Open Molecules 2025 dataset).

The electronic energy comes out at -741.57060 hartree. For the lowest unoccupied orbital energy, the calculation gives -0.1 eV. For the HOMO-LUMO gap, the calculation gives 10.47 eV. Its energy relative to the best compared isomer or geometry (same formula, charge and spin) is 169.1 kJ/mol.

```
! wB97M-V def2-TZVPD RIJCOSX def2/J DEFGRID3
* xyz 0 1
C -0.44800 1.40703 -0.20478
C 0.31488 -1.99298 0.19414
N -0.74394 0.23018 -0.01853
O 0.15289 2.43074 -0.15046
O 1.38734 -1.91891 -0.22828
Cl -2.18826 -0.56900 0.04433
*
```

How positive or negative is each atom? The Löwdin charges in e answer that:
1 C -0.339
2 C -0.041
3 N -0.454
4 O 0.156
5 O 0.024
6 Cl 0.653

# C2ClO2S

A molecular structure, C2ClO2S (the ωB97M-V functional and the def2-TZVPD basis, the Open Molecules 2025 dataset).

The electronic energy comes out at -1085.14213 hartree. For the lowest unoccupied orbital energy, the calculation gives 3.2 eV. For the HOMO-LUMO gap, the calculation gives 6.91 eV. Its energy relative to the best compared isomer or geometry (same formula, charge and spin) is 33.8 kJ/mol.

```
! wB97M-V def2-TZVPD RIJCOSX def2/J DEFGRID3
* xyz -1 1
C 0.39647 1.35691 -0.38946
C -0.02493 -1.06473 -0.17578
O 1.04260 1.16982 -1.32601
O 0.86653 -1.69715 0.19984
S -0.35192 2.00284 0.78116
Cl -1.92875 -1.76768 0.91025
*
```

How positive or negative is each atom? The Löwdin charges in e answer that:
1 C -0.996
2 C -0.438
3 O 0.058
4 O -0.070
5 S 0.759
6 Cl -0.314

# C2F2IO2

2 unconnected molecules or ions with the total composition C2F2IO2 (the ωB97M-V functional and the def2-TZVPD basis, the Open Molecules 2025 dataset).

The electronic energy comes out at -724.16483 hartree. For the lowest unoccupied orbital energy, the calculation gives 3.0 eV. For the HOMO-LUMO gap, the calculation gives 6.32 eV. Its energy relative to the best compared isomer or geometry (same formula, charge and spin) is 51.7 kJ/mol.

```
! wB97M-V def2-TZVPD RIJCOSX def2/J DEFGRID3
* xyz -1 1
C -2.35543 1.35380 0.06297
C 1.41396 -1.15955 -0.52138
O -2.96105 0.63260 0.69349
O -1.80527 2.09579 -0.59796
F 0.42468 -1.10466 0.50598
F 2.06321 -2.30288 -0.21913
I 3.21990 0.48490 0.07602
*
```

How positive or negative is each atom? The Löwdin charges in e answer that:
1 C -0.463
2 C -0.548
3 O 0.220
4 O 0.228
5 F -0.207
6 F -0.168
7 I -0.062